No. 1
The following is a quantum chemistry calculation of 2 unconnected molecules or ions with the total composition C26H30NO4P at a distorted geometry, from the OMol25 dataset.

XYZ file:
```
62
C26H30NO4P | the OMol25 dataset | wB97M-V/def2-TZVPD
C 5.983 -4.209 1.117
O 5.354 -2.906 1.208
C 4.009 -2.827 1.045
C 3.417 -1.538 1.120
C 2.053 -1.401 1.046
C 1.208 -2.535 0.881
C -0.214 -2.347 0.830
N -1.123 -3.237 1.179
C -2.523 -3.025 0.810
C -0.847 -4.498 1.863
C 1.819 -3.806 0.728
C 3.186 -3.961 0.826
H 7.033 -4.008 1.333
H 5.575 -4.913 1.854
H 5.878 -4.628 0.108
H 4.070 -0.678 1.258
H 1.589 -0.416 1.118
H -0.590 -1.371 0.487
H -3.063 -3.961 0.977
H -2.967 -2.222 1.414
H -2.579 -2.731 -0.248
H -1.740 -4.766 2.438
H -0.675 -5.309 1.139
H 0.009 -4.427 2.539
H 1.218 -4.688 0.513
H 3.637 -4.955 0.738
C -5.246 0.427 2.399
C -4.666 0.755 1.044
O -3.250 0.528 1.081
C -2.688 0.946 -0.098
C -1.263 1.097 -0.004
P -0.438 1.498 -1.488
C -1.220 2.957 -2.262
C -1.981 3.869 -1.524
C -2.569 4.977 -2.149
C -2.402 5.174 -3.524
C -1.648 4.259 -4.271
C -1.065 3.152 -3.643
C 1.213 2.083 -0.959
C 1.347 3.217 -0.154
C 2.609 3.617 0.299
C 3.746 2.891 -0.065
C 3.617 1.767 -0.891
C 2.356 1.368 -1.344
O -0.322 0.368 -2.471
O -3.398 1.179 -1.084
H -6.283 0.770 2.433
H -5.247 -0.653 2.592
H -4.696 0.921 3.209
H -5.116 0.124 0.265
H -4.857 1.812 0.808
H -0.754 0.794 0.901
H -2.125 3.720 -0.454
H -3.160 5.677 -1.554
H -2.858 6.038 -4.012
H -1.509 4.408 -5.344
H -0.489 2.429 -4.224
H 0.465 3.791 0.127
H 2.698 4.502 0.931
H 4.731 3.201 0.287
H 4.502 1.201 -1.182
H 2.247 0.501 -1.997
```

HOMO, eV: -6.4

---

No. 2
The following is a quantum chemistry calculation of a molecular structure, C26H31AsClHfN3O3S7 at a distorted geometry, from the OMol25 dataset.

XYZ file:
```
73
C26H31AsClHfN3O3S7 | the OMol25 dataset | wB97M-V/def2-TZVPD
Hf 0.848 -1.166 -0.571
S -0.169 -4.050 -2.506
As 1.997 -3.376 -2.954
S -0.997 -2.285 -1.778
S 2.525 -3.046 -0.778
S 1.686 -1.273 -3.291
C -2.131 -3.930 0.787
C -0.771 -3.889 1.420
N 0.216 -3.029 1.315
C 1.326 -3.457 2.057
C 1.215 -4.681 2.602
S -0.365 -5.290 2.351
C 2.357 -2.490 2.377
C 3.157 -2.556 3.499
S 4.006 -1.114 3.672
C 3.215 -0.427 2.286
N 2.463 -1.291 1.699
C 3.450 0.983 1.873
H -2.592 -2.942 0.559
H -2.780 -4.552 1.394
H -2.001 -4.411 -0.164
H 1.972 -5.187 3.170
H 3.245 -3.351 4.209
H 3.930 1.510 2.727
H 2.501 1.447 1.548
H 4.154 1.006 1.026
Cl -0.178 0.077 1.519
C -3.116 -1.493 3.485
O -2.854 -0.584 2.391
C -3.246 0.677 2.566
C -3.610 1.234 3.774
C -4.213 2.499 3.848
C -4.373 3.265 2.689
C -3.907 2.737 1.481
C -3.320 1.460 1.412
N -2.724 1.003 0.205
C -3.187 1.239 -0.983
C -2.568 1.099 -2.259
C -3.353 1.466 -3.370
C -2.811 1.664 -4.632
C -1.416 1.528 -4.791
C -0.644 1.076 -3.727
C -1.197 0.790 -2.452
O -0.410 0.403 -1.474
H -2.928 -2.464 3.049
H -4.160 -1.380 3.763
H -2.481 -1.323 4.357
H -3.553 0.600 4.667
H -4.435 2.885 4.827
H -4.777 4.263 2.728
H -3.897 3.337 0.559
H -1.753 0.668 0.300
H -4.184 1.594 -1.027
H -4.382 1.638 -3.207
H -3.448 1.888 -5.483
H -0.967 1.763 -5.769
H 0.383 0.853 -3.933
C 1.917 3.417 -0.923
C 3.142 2.683 -1.436
S 2.714 1.065 -2.036
O 2.438 0.325 -0.713
C 4.369 0.451 -2.430
C 4.742 0.854 -3.830
H 2.231 4.376 -0.551
H 1.428 2.902 -0.073
H 1.157 3.612 -1.671
H 3.892 2.561 -0.660
H 3.646 3.161 -2.276
H 4.231 -0.631 -2.256
H 4.983 0.851 -1.627
H 3.970 0.355 -4.419
H 5.717 0.454 -4.099
H 4.672 1.948 -4.045
```

HOMO, eV: -6.7
Energy above the lowest of the compared OMol25 structures with the same formula, charge and spin, eV: 0.524

---

no.,gap between HOMO and LUMO (eV)
1,4.86
2,6.06